[1]
This record from OMol25 describes a molecular structure, C4HF4I at a distorted geometry. The level of theory is ωB97M-V/def2-TZVPD.

Geometry as XYZ:
```
10
Properties=species:S:1:pos:R:3:forces:R:3:lowdin_charge:R:1
C -0.08072 -0.13128 0.16135 -1.6 0.6 1.9 0.17
C 0.03422 -0.61386 1.40539 -1.1 -1.3 0.2 -0.32
C -1.48298 0.28274 0.48487 -1.1 1.7 -0.6 -0.54
C -1.36511 -0.44628 1.79478 1.0 0.5 0.9 -0.53
F 0.93526 -1.31676 2.00887 0.8 -0.1 0.4 0.16
F -1.71126 1.66207 0.58042 0.4 -1.1 0.1 0.05
F -2.40424 -0.13480 -0.39588 -0.3 -0.4 0.0 0.12
F -3.07893 -2.56169 2.92361 0.2 0.5 0.2 -0.71
I -2.33650 -0.62973 3.50401 0.1 -0.5 -1.1 1.50
H 0.31256 -0.14379 -0.77678 1.7 0.0 -2.1 0.11
```
Positions in Å, forces in eV/Å.

Relative energy (zero: lowest compared OMol25 entry of this formula, charge and spin) ... 271.8 kJ/mol
Gap between HOMO and LUMO (alpha / beta) ... 7.561 / 7.532 eV
HOMO level (alpha / beta) ... -9.24 / -9.31 eV
Total charge ... 0
2S+1 ... 1

[2]
This record from OMol25 describes a molecular structure, C5H12NS2 at a distorted geometry. The level of theory is ωB97M-V/def2-TZVPD.

Geometry as XYZ:
```
20
Properties=species:S:1:pos:R:3:forces:R:3:lowdin_charge:R:1
C 2.04197 -0.51052 -0.38599 0.3 -1.9 0.3 -0.26
C 1.53649 -0.63049 1.05605 -0.5 -1.3 2.6 -0.36
C -1.01921 -0.57527 -0.01094 -1.3 -1.8 -0.4 -0.97
C -1.85267 1.40081 1.10447 -3.8 1.4 0.0 -0.09
C -1.16202 0.88310 -0.12733 0.8 0.5 -0.5 -0.32
N 1.03274 -1.09856 -1.34410 1.2 -1.5 2.0 -0.02
S -0.13301 -1.50616 1.01890 1.9 0.3 1.7 0.99
S -2.37576 -1.45455 -0.64807 0.4 -1.4 0.0 0.88
H 1.95468 0.51257 -0.50024 0.6 2.2 -1.1 0.07
H 3.14992 -0.87306 -0.38362 -2.1 0.6 -0.5 0.16
H 2.17032 -1.31256 1.72104 -0.9 0.6 -1.1 0.10
H 1.45616 0.29912 1.71601 0.0 -0.9 -1.5 0.11
H -2.66596 0.71053 1.49715 1.1 0.7 -0.6 0.11
H -2.42780 2.40974 0.89939 1.3 -1.9 0.1 0.14
H -1.19147 1.60133 1.88854 1.1 0.2 1.2 0.05
H -0.24343 1.43059 -0.31128 0.6 -0.3 0.4 0.13
H -1.69377 1.10862 -1.01723 -1.0 0.0 -0.8 0.10
H 1.24205 -0.88518 -2.26475 0.7 1.1 -2.2 0.06
H 1.08603 -2.14437 -1.36704 -0.1 1.1 0.5 0.11
H -2.04633 -2.85607 -0.34983 -0.2 2.4 -0.3 0.00
```
Positions in Å, forces in eV/Å.

Relative energy (zero: lowest compared OMol25 entry of this formula, charge and spin) ... 253.2 kJ/mol
Gap between HOMO and LUMO ... 8.866 eV
HOMO level ... -13.87 eV
Total charge ... +1
2S+1 ... 1

[3]
This record from OMol25 describes 2 unconnected molecules or ions with the total composition C10H13N3O2 at a distorted geometry. The level of theory is ωB97M-V/def2-TZVPD.

Geometry as XYZ:
```
28
Properties=species:S:1:pos:R:3:forces:R:3:lowdin_charge:R:1
C 1.09191 -1.39998 0.16653 -1.0 1.6 0.5 -0.02
C 0.37588 -0.30929 0.56084 0.9 0.3 0.3 -0.19
C -1.92244 0.62349 1.16525 -1.6 3.9 1.4 -0.36
C -3.21121 -0.97398 0.19416 -0.3 -1.1 0.1 -0.48
C -2.18616 1.05349 -2.20483 -4.1 -0.5 -1.3 -0.18
C 2.54431 -1.34961 0.10786 1.6 -3.6 1.0 -0.23
C 1.06124 0.99493 0.89121 1.3 -0.3 0.5 -0.12
C 3.22140 -0.05850 0.02888 0.6 2.3 -4.7 -0.24
C 2.24231 1.09777 -0.09932 1.1 1.6 1.4 -0.20
C -1.01489 -0.31818 0.59830 -0.3 0.7 1.0 -0.23
N -1.13979 1.20647 -1.64600 2.4 0.8 1.8 0.17
N -3.26961 0.26236 0.75119 2.7 0.3 0.7 0.19
N -1.77295 -1.30503 0.15390 -3.5 -1.3 -0.9 0.18
O -1.76579 1.64587 1.86598 0.2 -2.0 -1.2 0.05
O -4.16428 -1.66027 -0.11234 1.2 0.0 -0.3 0.07
H 0.57227 -2.31480 -0.00030 -0.1 -0.7 -0.2 0.10
H -2.14704 0.59694 -3.17878 0.0 -0.3 -1.0 0.07
H -3.29217 1.21543 -1.91214 1.6 0.1 0.3 0.11
H 2.96457 -1.66260 1.11109 -0.9 -0.7 -0.7 0.14
H 2.94876 -2.13527 -0.60471 -0.4 0.9 0.7 0.14
H 0.40610 1.84812 0.81569 -0.3 0.0 -0.1 0.09
H 1.43464 1.00340 1.97442 -0.3 -0.1 -1.4 0.15
H 3.96142 0.00789 0.76333 1.0 0.6 1.2 0.09
H 3.76107 0.06576 -1.01506 -0.4 -0.6 2.0 0.15
H 1.93517 1.04590 -1.14063 -0.6 0.4 0.1 0.10
H 2.83328 2.06784 0.06682 -1.0 -1.2 -0.4 0.13
H -4.05917 0.82724 1.06404 0.3 -0.8 -0.2 0.18
H -1.40884 -2.07540 -0.36537 -0.2 -0.3 -0.3 0.14
```
Positions in Å, forces in eV/Å.

Relative energy (zero: lowest compared OMol25 entry of this formula, charge and spin) ... 319.8 kJ/mol
Gap between HOMO and LUMO (alpha / beta) ... 8.442 / 6.600 eV
HOMO level (alpha / beta) ... -9.40 / -7.28 eV
Total charge ... 0
2S+1 ... 1

[4]
This record from OMol25 describes a single C25H24N4O molecule. The level of theory is ωB97M-V/def2-TZVPD.

Geometry as XYZ:
```
54
Properties=species:S:1:pos:R:3:forces:R:3:lowdin_charge:R:1
O -0.38788 -3.89812 -1.08557 0.0 -0.1 -0.1 0.06
C 0.52285 -3.49753 -0.18966 0.1 0.1 0.1 -0.27
C 1.61776 -4.33026 0.05235 0.0 -0.1 -0.1 -0.01
C 2.58812 -3.97469 0.96383 -0.1 0.0 -0.1 -0.08
C 2.49224 -2.77433 1.65718 0.1 0.1 0.2 -0.10
C 1.42122 -1.93986 1.42619 0.0 -0.2 0.0 -0.05
C 0.42299 -2.27864 0.51030 0.2 -0.2 0.0 -0.09
C -0.70235 -1.37079 0.30422 -0.5 0.1 -0.3 -0.26
N -0.66582 -0.20078 0.95578 -0.1 0.4 0.1 0.19
C -1.64948 0.66080 0.80523 0.1 -0.4 0.2 -0.20
N -1.49270 1.90566 1.34300 -0.2 -0.2 0.2 -0.06
C -0.28125 2.16778 2.09882 0.2 0.0 0.3 -0.12
C 0.76246 2.90188 1.23358 0.0 0.0 0.0 -0.14
N 0.40009 2.73280 -0.15771 0.0 0.1 0.0 -0.18
C 1.47464 3.05839 -1.07307 -0.1 0.0 -0.1 -0.15
C 2.60517 2.07063 -0.95638 0.1 0.1 0.0 -0.23
C 3.92679 2.49295 -0.93836 -0.1 0.0 0.0 -0.05
C 4.95639 1.57090 -0.85608 0.1 0.0 0.0 -0.09
C 4.67225 0.21817 -0.78882 0.1 0.0 0.0 -0.09
C 3.35506 -0.21069 -0.80221 0.0 -0.1 0.0 -0.07
C 2.32777 0.71074 -0.88452 0.0 0.0 0.0 -0.03
C -0.82772 3.43767 -0.45284 0.0 0.0 -0.1 -0.16
C -1.89559 3.08629 0.60922 -0.1 0.3 -0.2 -0.12
C -2.86842 0.25112 0.15887 0.1 -0.5 -0.4 -0.06
C -4.12106 0.87403 0.25913 -0.2 0.1 0.0 -0.04
C -5.19346 0.39748 -0.45247 0.0 0.3 0.2 -0.08
C -5.05481 -0.71936 -1.28427 0.1 -0.2 -0.1 -0.07
C -3.86758 -1.39830 -1.33985 -0.2 0.1 0.0 -0.01
C -2.76584 -0.95362 -0.58523 -0.2 0.6 0.2 -0.19
N -1.65440 -1.71866 -0.54238 0.4 -0.4 0.1 0.14
H -1.09070 -3.19684 -1.12218 0.1 0.0 0.0 0.06
H 1.67676 -5.25796 -0.49550 0.0 -0.1 -0.1 0.11
H 3.42667 -4.63356 1.13617 0.1 -0.1 0.0 0.10
H 3.25498 -2.49483 2.36804 0.1 0.0 0.1 0.10
H 1.33222 -0.99863 1.94460 0.0 0.1 0.0 0.10
H -0.55586 2.77687 2.96643 0.0 0.0 0.0 0.12
H 0.10574 1.20940 2.43735 0.0 0.2 0.1 0.10
H 1.75067 2.46746 1.38749 0.0 0.1 0.1 0.12
H 0.81020 3.97258 1.50790 0.1 -0.1 0.0 0.12
H 1.06648 3.00627 -2.08911 0.0 0.1 0.1 0.13
H 1.85008 4.08708 -0.91728 0.0 -0.1 -0.1 0.13
H 4.15327 3.54918 -0.99122 0.0 0.1 0.0 0.11
H 5.98173 1.91142 -0.84310 0.1 0.0 0.0 0.10
H 5.47522 -0.50130 -0.72474 0.1 -0.1 0.0 0.10
H 3.12729 -1.26453 -0.74712 0.0 -0.1 0.0 0.09
H 1.29964 0.38505 -0.87897 -0.1 0.0 0.0 0.10
H -1.16520 3.11698 -1.44306 0.0 0.1 0.0 0.12
H -0.68321 4.53477 -0.47922 0.0 -0.1 0.0 0.12
H -1.99688 3.89897 1.33461 -0.1 -0.1 -0.1 0.13
H -2.85301 2.93868 0.11741 0.1 0.1 0.1 0.10
H -4.25585 1.69944 0.94242 0.0 0.1 0.0 0.11
H -6.15569 0.87981 -0.36433 -0.1 0.0 0.0 0.10
H -5.90448 -1.06546 -1.85433 -0.1 -0.1 0.0 0.11
H -3.75674 -2.29954 -1.92264 0.0 -0.1 -0.1 0.11
```
Positions in Å, forces in eV/Å.

Relative energy (zero: lowest compared OMol25 entry of this formula, charge and spin) ... 0.0 kJ/mol
Gap between HOMO and LUMO ... 8.126 eV
HOMO level ... -8.04 eV
Total charge ... 0
2S+1 ... 1

Energy per entry: -23129.765 -28531.549 -19142.955 -34323.521 eV